No. 1
ORCA calculation (wB97M-V/def2-TZVPD) on a 9-piece molecular cluster, C44H102N8O12 overall at a distorted geometry.

As for the SMILES: CC1(C)CCCC(C)(C)N1O.CC1(C)CCCC(C)(C)N1O.CC1(C)CCCC(C)(C)N1O.CC1(C)CCCC(C)(C)N1O.NC(N)=O.NC(N)=O.OCCO.OCCO.OCCO. Its energy above the lowest of the compared OMol25 structures with the same formula, charge and spin is 108.0 kcal per mole. As for the molar mass: 935.34 g/mol. Its HOMO energy is -7.95 eV. For the LUMO energy, the calculation gives 0.36 eV. The largest force on an atom is 7.76 eV/A.

Geometry as ORCA input:
```
! RIJCOSX wB97M-V def2-TZVPD def2/J DEFGRID3
* xyz 0 1
C -8.14 -29.39 15.28
H -9.99 -25.23 14.41
H -10.50 -31.30 9.81
H -8.67 -28.92 11.85
C -9.90 -23.91 15.99
H -14.02 -24.99 19.21
H -6.98 -29.89 19.47
H -14.33 -19.59 11.64
C -16.42 -21.76 11.94
C -9.57 -31.00 9.32
O -14.53 -25.33 17.12
H -13.49 -26.44 13.36
C -12.70 -32.09 15.08
H -6.12 -25.13 11.69
N -9.04 -24.65 11.63
O -9.12 -23.24 16.60
H -11.47 -23.00 16.47
H -5.59 -33.26 9.03
H -12.03 -26.25 17.31
H -8.13 -31.88 18.73
H -10.29 -29.13 10.86
H -17.73 -29.25 11.71
C -12.60 -33.35 12.82
C -11.78 -27.68 13.62
C -6.92 -27.10 18.18
C -7.73 -28.08 16.10
H -13.17 -22.87 10.81
C -6.02 -32.43 9.60
H -7.78 -31.42 15.16
H -9.18 -29.70 15.36
C -7.33 -32.71 10.41
H -13.12 -32.53 17.10
C -9.37 -29.53 11.29
H -6.24 -30.56 14.98
H -9.75 -30.07 12.16
C -12.86 -34.79 13.29
C -13.04 -27.02 14.16
H -17.52 -23.47 13.54
O -14.63 -32.46 13.65
O -12.73 -26.10 15.24
H -7.98 -32.73 17.27
H -7.97 -33.94 8.65
H -10.70 -31.93 15.94
H -12.04 -19.86 12.65
H -10.81 -31.05 14.49
H -14.49 -24.37 17.07
H -12.00 -28.40 12.83
C -15.44 -24.09 11.87
C -5.60 -31.71 17.09
N -6.93 -24.53 11.65
O -6.17 -29.72 18.99
H -5.49 -32.33 17.99
H -7.65 -26.30 18.30
H -14.12 -30.60 12.89
H -6.97 -23.55 11.43
H -12.26 -35.59 12.86
H -12.38 -33.77 10.59
C -13.16 -30.70 15.50
H -5.60 -32.46 16.30
C -9.07 -32.26 8.48
H -16.85 -29.42 13.23
N -11.18 -23.80 15.93
H -9.08 -31.25 17.46
H -16.08 -23.94 14.55
C -7.15 -33.88 11.47
C -8.11 -31.72 17.65
H -11.20 -28.16 14.41
C -13.04 -33.11 16.18
H -11.75 -22.10 11.57
N -6.64 -29.54 17.70
C -12.71 -22.58 11.76
H -7.54 -28.60 10.16
H -12.43 -34.00 16.33
H -6.15 -31.79 8.72
H -6.43 -27.24 19.15
C -14.21 -20.65 11.40
O -13.71 -23.25 14.16
C -13.41 -27.02 18.43
C -8.37 -33.24 9.38
H -14.06 -33.46 16.01
H -9.60 -29.39 17.72
H -7.86 -29.25 8.61
H -13.83 -27.71 17.70
C -15.44 -21.25 10.76
O -12.02 -26.70 18.16
H -8.92 -23.65 11.52
H -9.94 -32.73 8.04
H -10.80 -32.34 12.19
H -15.05 -23.92 10.87
C -13.53 -21.61 12.47
H -9.54 -27.62 17.98
H -12.86 -29.97 14.75
H -6.74 -27.77 15.78
C -15.50 -29.83 11.68
H -13.89 -35.06 13.07
C -11.15 -31.98 14.95
H -9.75 -30.25 8.54
H -13.43 -19.89 13.71
H -15.25 -26.09 18.77
H -13.51 -25.89 15.75
C -10.46 -33.03 14.20
H -5.19 -31.97 10.14
H -12.28 -20.95 14.11
H -10.43 -34.02 14.65
H -14.77 -24.88 12.18
H -8.91 -28.79 19.20
H -15.84 -27.53 12.73
H -6.56 -29.93 9.52
C -15.65 -22.80 12.78
O -7.15 -31.10 12.11
C -7.57 -29.54 9.62
H -4.69 -31.13 16.95
N -7.88 -31.51 11.08
C -7.99 -25.25 12.04
H -6.44 -30.57 11.74
H -14.23 -30.61 15.67
H -15.31 -22.11 10.11
O -14.42 -29.72 12.66
C -9.03 -28.57 18.14
H -9.95 -25.07 11.77
C -13.01 -33.23 11.30
H -13.84 -23.14 15.10
H -13.82 -27.69 14.51
O -10.81 -26.73 13.26
H -8.04 -34.15 12.05
H -12.35 -23.48 12.26
H -9.94 -27.08 13.09
N -9.51 -24.79 15.18
H -16.83 -20.95 12.54
C -7.18 -30.59 15.54
H -11.69 -24.51 15.41
N -13.25 -32.34 13.69
H -8.07 -29.21 14.21
H -13.35 -27.59 19.36
C -6.95 -30.85 17.08
H -15.77 -30.88 11.62
C -14.27 -25.74 18.47
H -14.05 -33.43 11.07
H -16.77 -22.23 14.55
C -16.78 -29.05 12.21
H -15.92 -20.39 10.30
H -8.45 -27.29 15.87
H -6.78 -34.77 10.98
H -17.32 -22.10 11.43
N -14.45 -22.28 13.44
C -8.52 -30.40 10.37
C -11.06 -33.21 12.81
H -16.43 -24.51 11.65
O -8.00 -26.37 12.51
H -6.54 -33.53 12.30
C -7.59 -28.35 17.56
H -12.83 -30.32 16.47
H -8.50 -24.81 15.21
H -15.27 -29.58 10.64
H -9.40 -32.78 14.12
H -8.51 -31.97 7.59
H -6.11 -26.72 17.56
O -16.62 -27.67 12.19
H -13.53 -20.64 10.55
H -12.77 -32.23 10.92
H -14.68 -33.17 14.31
C -12.70 -20.53 13.20
H -9.16 -33.79 9.90
C -16.58 -23.15 14.00
H -10.63 -34.08 12.31
H -12.65 -34.95 14.35
*
```

=====

No. 2
ORCA calculation (wB97M-V/def2-TZVPD) on a 9-piece molecular cluster, C44H104N2O4 overall at a distorted geometry.

As for the SMILES: C[N+](=O)[O-].C[N+](=O)[O-].CCCCCC.CCCCCC.CCCCCC.CCCCCC.CCCCCC.CCCCCC.CCCCCC. As for the molar mass: 725.33 g/mol. Its HOMO energy is -10.84 eV. For the LUMO energy, the calculation gives -0.13 eV. The largest force on an atom is 1.42 eV/A.

Geometry as ORCA input:
```
! RIJCOSX wB97M-V def2-TZVPD def2/J DEFGRID3
* xyz 0 1
H 6.75 -0.47 2.74
H 6.06 0.10 5.66
H 8.63 0.60 3.78
C -3.17 0.45 4.43
H 0.50 -7.48 7.13
H -2.47 -0.38 4.47
C 8.34 -0.40 4.12
H 3.90 4.90 0.64
C -1.63 1.63 -4.25
H -4.02 -0.11 -2.66
H 3.64 1.78 -2.84
H -4.41 -1.81 -0.30
C -5.08 -3.21 -5.30
N -5.85 -2.44 2.92
H 4.94 0.64 -1.16
H -5.20 -4.26 -5.04
H 8.95 -1.08 3.51
H -0.20 -3.31 4.92
C 6.87 -0.63 3.82
C -5.18 1.53 -3.47
C 3.10 2.47 -5.59
H -2.14 1.24 -5.14
H -0.73 4.02 -2.66
H 1.63 0.16 4.49
H 1.23 3.00 -3.52
H -5.06 2.11 -2.55
H -0.41 -1.52 -1.35
H 3.58 3.89 2.08
H 0.96 -1.72 -4.05
H -1.53 -2.43 0.37
C -0.87 1.56 1.38
C -0.98 -0.77 -3.83
H -0.49 -2.55 2.51
H 2.19 2.36 0.65
H 1.15 3.26 -5.97
H -0.15 -0.43 0.94
H 0.25 -4.08 2.02
C -6.19 -3.09 1.63
C 3.15 4.27 1.14
C 2.05 3.58 -5.43
H 6.29 1.35 4.47
H -4.45 1.90 -4.19
H 1.53 1.83 5.02
H 0.01 1.86 1.96
H 0.55 -5.92 3.58
C 2.87 3.09 0.21
H 0.38 0.81 -4.47
C -1.08 6.13 -2.34
H -6.16 1.72 -3.91
H -0.26 -5.28 6.44
C -0.27 -4.00 4.07
C -4.98 0.05 -3.18
H 3.51 0.33 -0.17
C 0.51 -1.52 -1.95
H -2.41 -0.06 -0.21
H 4.03 2.71 -5.08
O -6.41 -2.85 3.92
H -1.71 2.03 1.90
H -1.46 6.08 -1.31
H 2.11 1.56 -2.00
C 4.15 2.38 -0.24
C 4.49 0.19 4.16
H 2.11 6.02 1.94
H 3.97 2.02 5.18
H -1.94 6.07 -3.01
H -0.98 -0.31 2.46
C 1.59 -2.66 2.96
H -3.92 -2.05 -6.74
C 3.95 1.02 -0.89
C 5.95 0.31 4.59
C 0.52 -5.24 4.45
H -1.32 -0.98 -4.85
H -4.15 -3.73 -7.22
C -3.99 -3.07 -6.37
H -5.33 -3.68 1.33
H -2.70 -2.50 1.62
H -7.07 -3.70 1.78
H 0.12 1.71 -0.55
H -0.59 7.09 -2.46
H 3.49 0.59 6.03
C 0.23 -3.32 2.80
H 0.90 -3.56 -1.32
H -3.01 -3.29 -5.92
C -1.02 0.04 1.41
C -0.77 2.11 -0.04
H -0.21 0.92 -2.81
H 2.72 1.51 -5.23
C -0.51 0.70 -3.84
H -1.03 -6.40 5.36
H 2.28 -2.76 -2.13
H 1.09 -7.85 5.50
C 1.45 -2.62 -1.44
H -3.17 -0.05 1.38
C 2.15 1.13 4.46
H 1.01 -0.56 -1.85
C 0.89 -7.04 6.21
H -3.86 -2.48 -3.65
C -2.33 -0.46 0.81
H 4.22 -0.87 4.24
H 1.87 -6.61 6.41
C 3.56 1.01 5.02
H 4.86 2.35 0.59
H 1.84 -2.36 -0.46
H -1.63 1.88 -0.67
N -2.58 1.58 5.21
C 1.68 3.89 -3.99
H -1.34 -4.23 3.96
H 4.69 3.03 -0.95
H -1.84 -0.83 -3.16
H -6.02 -2.87 -5.77
H 1.18 5.99 -3.95
H -0.30 -2.76 -3.49
H 2.41 4.48 -5.93
H -5.75 -0.29 -2.48
H -5.89 -0.66 -4.96
C -0.06 -5.99 5.63
H 8.62 -0.53 5.16
H 2.96 0.14 -2.61
H -4.11 0.19 4.91
H -1.29 2.63 -4.53
H 1.81 -1.97 2.15
C 0.09 -1.73 -3.39
H -3.53 -3.39 -0.54
H -4.17 -0.49 -5.14
C 1.90 5.08 1.42
H -2.99 -1.85 -1.32
C 0.66 5.03 -3.87
H -3.40 0.80 3.43
H -5.54 -2.52 -3.30
H -0.62 3.19 -0.10
H -6.39 -2.35 0.87
H 2.38 -3.41 2.94
H 2.56 4.10 -3.37
C -0.14 4.95 -2.57
C -4.84 -2.31 -4.12
O -2.75 1.57 6.41
H -2.40 1.72 -3.48
H 2.40 3.57 -0.67
H 2.11 1.42 3.41
H 0.55 4.82 -1.73
H 1.15 4.55 2.01
H 6.52 -1.64 4.05
H -0.03 4.97 -4.72
H 1.57 -4.97 4.62
H 3.33 2.34 -6.65
O -5.03 -1.55 2.90
C -3.45 -2.31 -0.45
C -4.93 -0.82 -4.44
H 1.42 5.38 0.48
H 1.65 -2.09 3.88
C -2.47 -1.97 0.69
C 3.10 1.12 -2.16
O -1.92 2.39 4.61
H 4.43 0.49 3.11
*
```